Record 1
{"formula": "C14H13BrN4OPdS", "method": "wB97M-V/def2-TZVPD", "total_energy_ha": -3935.09763, "lumo_energy_ev": [-6.2, -8.6], "orbital_gap_ev": [8.91, 6.56], "fmax_ha_per_bohr": 0.0120, "charge": 2, "homo_energy_ev": [-15.065, -15.151], "multiplicity": 3, "symbols": ["Pd", "Br", "S", "O", "N", "N", "N", "N", "C", "C", "C", "C", "C", "C", "C", "C", "C", "C", "C", "C", "C", "C", "H", "H", "H", "H", "H", "H", "H", "H", "H", "H", "H", "H", "H"], "coordinates": [[0.967, -0.339, 1.066], [1.426, -0.474, 3.672], [2.208, -0.516, -0.834], [0.306, 4.427, 4.953], [1.744, -1.257, -3.325], [-0.070, -1.549, -2.165], [-0.809, -1.119, 0.072], [0.473, 1.483, 2.115], [-2.311, -2.146, -1.456], [-1.073, -1.598, -1.140], [-3.034, -1.688, 0.772], [0.339, 3.508, 3.999], [0.041, 2.709, 1.768], [-0.042, 3.738, 2.673], [-1.788, -1.166, 1.003], [-3.297, -2.192, -0.492], [3.126, -0.917, -3.703], [0.794, 2.237, 4.379], [0.800, -1.781, -4.185], [0.827, 1.304, 3.388], [1.220, -1.117, -2.105], [-0.325, -1.959, -3.483], [1.100, 2.033, 5.394], [-1.538, -0.763, 1.975], [-0.237, 2.850, 0.733], [3.301, 0.143, -3.536], [3.824, -1.513, -3.119], [1.017, -1.978, -5.220], [-0.007, 5.282, 4.630], [-4.260, -2.620, -0.733], [-1.269, -2.338, -3.817], [3.241, -1.148, -4.756], [-3.774, -1.701, 1.559], [-2.521, -2.544, -2.432], [-0.395, 4.709, 2.351]], "lowdin_charge": [0.6021, 0.9023, 0.7458, 0.1513, -0.1059, 0.0440, 0.0118, -0.1195, 0.0329, -0.2026, -0.0098, -0.2730, -0.0788, 0.0411, -0.1046, 0.0077, 0.0062, 0.0126, 0.0164, -0.7016, -0.6168, 0.0133, 0.1431, 0.1010, 0.1317, 0.1013, 0.1013, 0.1504, 0.1457, 0.1373, 0.1261, 0.1063, 0.1314, 0.1122, 0.1373]}


Record 2
{"formula": "C56H112O14", "method": "wB97M-V/def2-TZVPD", "total_energy_ha": -3253.96352, "lumo_energy_ev": 0.6, "orbital_gap_ev": 9.87, "fmax_ha_per_bohr": 0.0554, "charge": 0, "homo_energy_ev": -9.302, "symbols": ["O", "O", "O", "O", "O", "O", "O", "O", "O", "O", "O", "O", "O", "O", "C", "C", "C", "C", "C", "C", "C", "C", "C", "C", "C", "C", "C", "C", "C", "C", "C", "C", "C", "C", "C", "C", "C", "C", "C", "C", "C", "C", "C", "C", "C", "C", "C", "C", "C", "C", "C", "C", "C", "C", "C", "C", "C", "C", "C", "C", "C", "C", "C", "C", "C", "C", "C", "C", "C", "C", "H", "H", "H", "H", "H", "H", "H", "H", "H", "H", "H", "H", "H", "H", "H", "H", "H", "H", "H", "H", "H", "H", "H", "H", "H", "H", "H", "H", "H", "H", "H", "H", "H", "H", "H", "H", "H", "H", "H", "H", "H", "H", "H", "H", "H", "H", "H", "H", "H", "H", "H", "H", "H", "H", "H", "H", "H", "H", "H", "H", "H", "H", "H", "H", "H", "H", "H", "H", "H", "H", "H", "H", "H", "H", "H", "H", "H", "H", "H", "H", "H", "H", "H", "H", "H", "H", "H", "H", "H", "H", "H", "H", "H", "H", "H", "H", "H", "H", "H", "H", "H", "H", "H", "H", "H", "H", "H", "H", "H", "H", "H", "H"], "coordinates": [[4.232, -1.214, -3.612], [2.502, 1.782, 6.148], [-0.935, -0.499, -1.261], [-2.667, 1.631, -6.380], [4.906, 4.129, -0.742], [2.348, -1.234, 0.600], [-1.180, -3.485, -4.749], [2.500, 1.687, -4.687], [1.569, -2.456, 4.280], [-4.643, 0.993, 4.687], [-4.205, -2.302, 1.648], [-0.044, -4.759, -0.247], [-4.722, 2.628, 1.929], [-0.100, 6.279, 3.712], [5.150, 2.171, 0.589], [-1.972, 2.673, -4.405], [-2.381, 0.959, 4.900], [-0.098, 0.679, -1.353], [6.352, -0.417, -4.056], [-0.677, 1.501, -0.202], [-0.466, -3.299, -5.984], [2.862, -3.370, -0.135], [1.336, 0.665, -6.446], [-3.560, 0.106, 4.528], [3.382, -1.752, 1.467], [-2.100, 2.893, -5.930], [5.657, 0.554, -3.137], [-2.883, 2.368, 4.848], [5.920, 3.318, -0.144], [-6.063, -3.371, 2.562], [2.116, -2.091, -0.506], [-6.070, 2.187, 1.933], [-1.407, -4.696, 0.180], [-6.482, 1.985, 0.471], [1.333, 6.498, 3.518], [3.078, 2.215, -5.862], [1.967, 1.976, -6.837], [-5.286, 2.453, -0.318], [0.124, -5.919, -1.068], [2.650, 2.122, 3.862], [0.593, -2.648, 3.241], [-4.532, -3.511, 2.377], [-2.697, 0.686, -5.337], [-4.124, 2.309, 0.673], [0.363, 5.184, 1.756], [-0.472, -2.434, 5.401], [-2.940, 1.564, -4.096], [1.703, 5.722, 2.277], [-4.283, 2.179, 5.342], [-1.783, -6.135, 0.434], [2.446, 2.844, 5.176], [-5.314, -1.521, 1.296], [3.625, 3.405, -0.813], [-0.428, -3.087, -3.631], [0.986, -3.428, -5.604], [-1.016, 0.519, 0.853], [4.509, -0.261, -2.591], [2.283, 0.660, 4.054], [-0.894, -6.984, -0.459], [-0.743, -2.580, 3.956], [4.033, -2.920, 0.803], [5.221, -1.132, -4.633], [0.942, -2.890, 5.551], [-1.523, -0.671, 0.043], [3.694, 2.635, 0.491], [-6.454, -2.552, 1.374], [1.783, 0.442, -5.011], [-0.503, 5.048, 3.021], [2.015, 0.527, 5.531], [1.017, -3.490, -4.044], [4.422, -3.710, 1.447], [3.726, 2.197, 3.704], [1.267, -4.488, -3.683], [3.391, 3.244, -5.686], [-2.605, -0.626, -0.077], [-1.257, -1.680, 3.617], [-4.361, -4.424, 1.807], [4.010, 1.698, -6.088], [3.661, 0.419, -2.502], [-4.094, -3.556, 3.374], [0.992, 0.344, -4.267], [-5.105, 1.904, -1.243], [-2.780, 0.974, -3.194], [-0.143, 5.915, 1.125], [2.268, -0.526, -4.886], [5.444, 1.897, 1.602], [2.496, -1.660, -1.433], [1.148, -6.291, -1.086], [5.179, 1.243, 0.019], [-5.317, -0.956, 0.364], [-0.742, -3.656, -2.756], [6.584, 3.908, 0.488], [6.254, 1.040, -2.365], [-7.417, 2.432, 0.134], [3.241, -3.938, -0.985], [-6.153, 1.213, 2.414], [2.411, -0.339, 6.062], [-6.286, -2.818, 3.474], [2.264, 1.948, -7.885], [0.881, -3.592, 2.780], [-0.549, -2.030, -3.392], [6.941, -1.127, -3.474], [1.292, 2.825, -6.737], [-4.372, 1.982, 6.410], [-3.663, -0.802, 5.122], [-1.216, -1.590, 0.543], [-0.238, 1.177, -2.313], [-3.499, -0.050, -5.392], [-1.402, -4.022, 1.036], [5.340, 1.393, -3.756], [3.058, -0.062, 3.796], [1.433, -2.431, 6.409], [-1.106, -3.020, 6.066], [-1.471, -7.389, -1.290], [-2.284, 3.053, 5.448], [-1.173, 3.079, -6.472], [-1.561, 5.057, 2.761], [1.097, -3.962, 5.666], [0.530, 4.253, 1.214], [-0.476, -1.381, 5.684], [-2.016, 0.598, 5.862], [6.568, 2.859, -0.890], [3.109, 3.689, 5.359], [6.944, 0.004, -4.869], [0.933, 0.496, 5.660], [-0.174, 4.224, 3.654], [-5.384, 3.525, -0.488], [1.885, 6.162, 4.396], [2.851, 4.171, -0.856], [-5.390, -0.761, 2.074], [-1.590, 0.867, 4.155], [2.943, 1.845, 0.472], [0.971, 0.502, -1.236], [4.883, -0.527, -5.474], [4.850, -2.575, 0.169], [-3.571, -0.274, 3.506], [5.560, -2.124, -4.932], [1.431, -4.354, -5.968], [-3.991, 1.852, -4.108], [1.537, 7.552, 3.332], [-1.603, -6.300, 1.497], [-3.302, 2.985, 0.441], [3.420, 3.328, 1.286], [0.772, -1.834, 2.538], [-0.895, -3.981, -6.718], [3.635, 2.734, -1.671], [1.047, -2.269, -0.625], [0.254, 0.764, -6.542], [-0.160, -5.696, -2.097], [-0.723, -2.291, -6.311], [-6.817, 2.883, 2.315], [-1.712, 0.812, 1.639], [-2.032, -4.284, -0.612], [-4.877, 3.084, 5.210], [1.432, 0.334, 3.456], [1.741, -2.771, -3.660], [4.136, -0.972, 1.575], [-0.034, 2.312, 0.138], [2.343, 4.892, 2.576], [-6.484, -3.153, 0.465], [-2.743, 2.751, 3.837], [-2.850, -6.269, 0.257], [-1.541, 2.067, -0.551], [-1.327, -3.473, 3.733], [2.185, 2.517, 2.958], [1.514, -2.544, -5.962], [-7.442, -2.119, 1.532], [-3.737, 1.290, 0.687], [-0.934, 2.455, -4.151], [-6.444, -4.384, 2.691], [-1.788, 0.087, -5.271], [2.178, -4.015, 0.416], [-2.300, 3.572, -3.883], [-6.519, 0.908, 0.305], [3.050, -1.982, 2.479], [-0.128, 0.172, 1.381], [4.745, -0.713, -1.628], [1.612, -0.196, -7.055], [2.240, 6.319, 1.540], [-0.542, -7.861, 0.086], [-2.746, 3.753, -6.111], [1.422, 3.218, 5.154]], "lowdin_charge": [-0.1397, -0.1386, -0.1526, -0.1413, -0.1552, -0.1507, -0.1552, -0.1487, -0.1746, -0.1396, -0.1629, -0.1774, -0.1293, -0.1592, -0.1325, -0.1723, -0.1870, -0.1538, -0.1887, -0.1680, -0.1824, -0.1385, -0.1557, -0.2024, -0.2129, -0.1525, -0.1608, -0.1711, -0.1824, -0.1794, -0.1990, -0.1955, -0.2047, -0.1663, -0.1809, -0.2196, -0.1704, -0.1592, -0.1604, -0.1688, -0.1802, -0.1628, -0.2197, -0.1911, -0.1589, -0.1819, -0.1634, -0.1749, -0.2029, -0.1829, -0.1926, -0.2137, -0.1480, -0.1905, -0.1436, -0.1685, -0.2038, -0.1574, -0.1295, -0.1633, -0.1370, -0.2294, -0.1632, -0.1634, -0.1880, -0.1612, -0.1570, -0.1600, -0.1526, -0.1222, 0.1155, 0.1074, 0.0968, 0.1265, 0.1035, 0.1001, 0.1078, 0.1058, 0.1037, 0.1106, 0.1010, 0.1087, 0.1039, 0.1155, 0.0888, 0.1030, 0.0928, 0.1166, 0.0854, 0.1107, 0.0953, 0.1132, 0.1021, 0.1145, 0.1101, 0.0944, 0.1128, 0.1137, 0.1161, 0.1224, 0.1013, 0.1224, 0.1052, 0.1213, 0.1169, 0.1035, 0.0952, 0.1215, 0.1072, 0.1125, 0.0998, 0.1108, 0.1242, 0.1008, 0.1183, 0.0988, 0.1182, 0.1182, 0.0837, 0.0946, 0.1135, 0.0919, 0.1220, 0.1254, 0.0980, 0.0987, 0.1150, 0.1081, 0.1193, 0.0958, 0.0965, 0.1052, 0.1047, 0.1122, 0.0988, 0.1004, 0.1291, 0.1076, 0.1151, 0.1152, 0.1089, 0.1135, 0.0805, 0.0930, 0.1198, 0.1055, 0.1043, 0.0975, 0.0954, 0.1026, 0.1220, 0.1003, 0.1198, 0.1264, 0.0974, 0.0857, 0.1084, 0.0954, 0.0817, 0.1185, 0.1028, 0.1076, 0.0978, 0.1102, 0.0866, 0.0875, 0.1141, 0.0950, 0.0973, 0.1139, 0.1003, 0.0889, 0.1075, 0.0855, 0.0910, 0.0971, 0.1108, 0.1084, 0.1145, 0.1030, 0.1118, 0.1000]}